Entry 1:
DFT (wB97M-V/def2-TZVPD) results for a molecular structure, C22H23CuN8.

Last column: Mulliken charge in e.
Element x y z (Å)
Cu 0.028 1.133 0.387  -0.24
C 4.591 -1.823 -0.305  -0.46
C 4.370 -0.875 -1.294  -0.82
C 3.569 0.230 -1.049  0.55
C 2.975 0.412 0.201  -0.24
C 3.197 -0.551 1.188  -0.21
C 3.997 -1.655 0.939  -0.67
N 2.083 1.458 0.479  -0.48
C 2.364 2.708 0.110  0.49
C 3.679 3.235 -0.123  -0.56
C 3.873 4.577 -0.237  -0.55
C 2.798 5.507 -0.185  -0.66
C 1.525 5.046 -0.051  -0.34
C 1.286 3.655 0.031  0.36
N 0.051 3.086 -0.025  0.45
N -0.998 3.808 0.084  -0.81
C -2.141 3.016 0.131  0.70
C -3.358 3.580 -0.276  -0.50
C -4.498 2.817 -0.226  -0.31
C -4.415 1.502 0.240  -0.66
C -3.183 1.034 0.634  -0.03
N -2.058 1.760 0.601  -0.35
H 5.212 -2.687 -0.504  0.40
H 4.816 -1.002 -2.273  0.36
H 3.377 0.951 -1.834  0.50
H 2.728 -0.410 2.155  0.42
H 4.162 -2.385 1.722  0.39
H 4.522 2.558 -0.130  0.42
H 4.883 4.952 -0.353  0.37
H 2.999 6.567 -0.266  0.36
H 0.675 5.716 -0.041  0.42
H -3.358 4.599 -0.636  0.43
H -5.446 3.228 -0.549  0.39
H -5.288 0.869 0.316  0.39
H -3.084 0.026 1.023  0.20
C -2.546 -4.540 -1.457  -1.50
C -2.550 -4.524 0.067  0.87
C -3.585 -3.541 0.606  -1.44
C -1.160 -4.258 0.643  -1.28
N -0.622 -2.955 0.267  0.62
C -0.781 -1.760 0.836  -0.23
N -0.188 -0.864 0.087  0.19
N 0.346 -1.538 -0.960  -0.31
N 0.083 -2.783 -0.862  -0.49
H -3.525 -4.840 -1.832  0.43
H -1.803 -5.234 -1.852  0.37
H -2.322 -3.552 -1.862  0.31
H -2.807 -5.526 0.425  0.31
H -3.393 -2.530 0.240  0.28
H -3.596 -3.517 1.699  0.36
H -4.584 -3.817 0.270  0.44
H -0.438 -4.995 0.296  0.38
H -1.180 -4.284 1.734  0.45
H -1.283 -1.584 1.772  0.56

Summary:
largest force on an atom = 0.34 eV/A
frontier orbital gap = 0.226 hartree
spin multiplicity = 1
calculated total energy = -79746.327 eV
E_HOMO = -6.41 eV


Entry 2:
DFT (wB97M-V/def2-TZVPD) results for a molecular structure, C18H35DyN2S.

Last column: Löwdin spin population.
Element x y z (Å)
C 0.914 -2.095 0.018  -0.40
H 0.480 -2.537 0.904  -0.02
H 0.482 -2.430 -0.925  -0.01
H -1.268 -0.885 0.929  0.02
C 2.396 -1.930 0.036  -0.03
H 2.773 -1.053 -0.540  0.00
H 2.753 -1.782 1.066  0.00
C 3.000 -3.216 -0.554  -0.03
H 4.087 -3.161 -0.573  -0.01
H 2.706 -4.078 0.051  0.00
H 2.640 -3.378 -1.573  0.00
C -0.419 2.085 -1.038  0.00
C 0.806 1.592 -1.662  -0.01
C 0.451 0.332 -2.358  -0.02
C -0.965 0.078 -2.103  -0.02
C -1.484 1.151 -1.319  0.00
C -2.938 1.359 -0.951  0.00
C -1.724 -1.109 -2.652  0.00
C 1.402 -0.570 -3.082  0.00
C 2.168 2.197 -1.562  0.00
C -0.524 3.371 -0.261  0.00
Dy 0.338 0.058 -0.068  5.48
H -2.613 -1.319 -2.059  0.00
H -2.026 -0.834 -3.665  0.00
H -1.101 -2.006 -2.707  0.00
H -3.480 0.410 -0.968  0.00
H -3.052 1.816 0.038  0.00
H -3.395 2.028 -1.693  0.00
H 0.422 3.626 0.226  0.00
H -0.766 4.162 -0.979  0.00
H -1.312 3.330 0.494  0.00
H 2.954 1.472 -1.782  0.00
H 2.186 2.981 -2.320  0.00
H 2.357 2.647 -0.584  0.00
H 1.155 -1.628 -2.962  0.00
H 1.281 -0.301 -4.133  0.00
H 2.442 -0.403 -2.790  0.00
C -2.900 -1.491 2.743  0.00
N -2.221 -0.761 3.890  0.00
C -2.786 -0.887 5.165  0.00
C -1.102 -0.005 3.695  0.02
S -0.633 0.019 2.018  0.04
N -0.275 0.758 4.467  0.00
C -0.391 0.968 5.854  0.00
C 0.927 1.496 3.847  0.00
H -3.778 -2.026 3.142  0.00
H -2.258 -2.249 2.298  0.00
H -3.279 -0.810 1.982  0.00
H -2.063 -1.366 5.823  0.00
H -3.100 0.096 5.511  0.00
H -3.665 -1.517 5.142  0.00
H 0.522 0.622 6.348  0.00
H -0.505 2.038 6.048  0.00
H -1.228 0.451 6.288  0.00
H 1.663 0.815 3.416  0.00
H 0.629 2.246 3.112  0.00
H 1.454 2.048 4.648  0.00

Summary:
largest force on an atom = 3.62 eV/A
frontier orbital gap (spin up / spin down) = 0.232 / 0.226 hartree
total charge = +2
spin multiplicity = 6
calculated total energy = -57111.493 eV
E_HOMO (spin up / spin down) = -13.89 / -13.66 eV
<S²> = 9.440


Entry 3:
DFT (wB97M-V/def2-TZVPD) results for 15 unconnected molecules or ions with the total composition C34H103N5O15.

Last column: Löwdin spin population.
Element x y z (Å)
C -11.670 17.111 1.227  0.00
C -11.398 18.535 1.718  0.00
C -10.100 19.137 1.085  0.00
O -12.364 19.422 1.371  0.00
H -10.898 16.364 1.412  0.00
H -11.904 17.124 0.162  0.00
H -12.583 16.629 1.575  0.00
H -11.265 18.614 2.796  0.00
H -10.311 19.430 0.056  0.00
H -9.287 18.414 1.139  0.00
H -9.778 20.076 1.536  0.00
H -13.159 19.262 1.885  0.00
C -22.430 8.591 1.147  0.00
C -21.610 9.639 0.404  0.00
C -20.656 10.313 1.369  0.00
O -20.811 9.016 -0.546  0.00
H -21.737 7.886 1.608  0.00
H -23.250 8.168 0.567  0.00
H -22.957 9.063 1.977  0.00
H -22.263 10.367 -0.078  0.00
H -20.155 11.217 1.024  0.00
H -19.857 9.622 1.638  0.00
H -21.135 10.567 2.315  0.00
H -21.416 8.848 -1.272  0.00
C -13.457 12.607 -3.962  0.00
C -12.286 11.696 -4.311  0.00
C -11.561 11.093 -3.051  0.00
O -10.828 12.104 -2.389  0.00
C -10.456 11.770 -1.110  0.00
N -12.862 10.708 -5.174  0.00
H -14.119 12.137 -3.235  0.00
H -14.113 12.852 -4.797  0.00
H -13.154 13.536 -3.478  0.00
H -11.537 12.346 -4.763  0.00
H -10.870 10.291 -3.309  0.00
H -12.303 10.685 -2.364  0.00
H -9.558 11.153 -1.079  0.00
H -11.259 11.285 -0.555  0.00
H -10.264 12.667 -0.522  0.00
H -13.443 11.137 -5.880  0.00
H -12.114 10.321 -5.731  0.00
C -16.603 11.267 1.460  0.01
C -15.774 10.851 0.173  0.03
C -14.387 11.534 0.032  0.00
O -14.547 12.952 -0.149  0.00
C -13.334 13.753 -0.184  0.00
N -15.609 9.412 0.372  0.26
H -17.639 10.954 1.334  0.00
H -16.544 12.351 1.556  0.00
H -16.270 10.813 2.394  0.00
H -16.364 11.004 -0.730  0.01
H -13.878 11.120 -0.838  0.00
H -13.763 11.285 0.891  0.00
H -12.613 13.463 0.580  0.00
H -13.627 14.802 -0.151  0.00
H -12.741 13.544 -1.074  0.00
H -16.500 8.978 0.180  0.00
H -14.928 9.034 -0.271  0.00
C -15.912 6.862 -4.609  0.00
C -15.313 8.247 -4.606  0.00
C -16.028 9.306 -3.665  0.00
O -17.163 9.842 -4.328  0.00
C -17.948 10.659 -3.365  0.00
N -13.879 8.156 -4.288  0.00
H -15.921 6.409 -3.618  0.00
H -15.453 6.089 -5.226  0.00
H -16.964 6.951 -4.877  0.00
H -15.366 8.649 -5.618  0.00
H -15.238 10.046 -3.539  0.00
H -16.350 8.774 -2.769  0.00
H -18.534 10.046 -2.680  0.00
H -18.605 11.307 -3.946  0.00
H -17.390 11.336 -2.718  0.00
H -13.517 9.085 -4.449  0.00
H -13.531 7.667 -5.101  0.00
C -12.484 8.323 2.100  0.00
C -13.687 7.628 2.815  0.07
C -13.268 7.157 4.252  0.03
O -12.324 6.093 4.276  0.00
C -11.718 5.918 5.547  0.00
N -14.783 8.562 2.881  0.44
H -11.629 7.646 2.119  0.00
H -12.232 9.238 2.636  0.00
H -12.734 8.507 1.055  0.00
H -13.984 6.746 2.247  0.04
H -14.184 6.913 4.790  0.00
H -12.906 8.002 4.837  0.00
H -12.421 5.945 6.380  0.00
H -11.082 6.791 5.692  0.00
H -11.102 5.020 5.503  0.00
H -15.683 8.152 3.088  0.01
H -14.968 8.851 1.931  0.02
C -14.412 17.815 -0.970  0.00
C -14.038 19.081 -1.731  0.00
C -14.654 20.438 -1.231  0.00
O -16.064 20.521 -1.563  0.00
C -16.725 21.657 -1.080  0.00
N -12.591 19.138 -1.589  0.00
H -14.246 18.016 0.088  0.00
H -13.927 16.922 -1.364  0.00
H -15.487 17.692 -1.099  0.00
H -14.162 18.894 -2.798  0.00
H -14.120 21.196 -1.803  0.00
H -14.539 20.716 -0.183  0.00
H -16.159 22.508 -1.458  0.00
H -16.902 21.599 -0.006  0.00
H -17.678 21.759 -1.598  0.00
H -12.192 18.224 -1.747  0.00
H -12.337 19.210 -0.614  0.00
C -18.515 8.055 3.473  0.00
O -17.474 7.346 2.760  0.00
H -18.423 7.734 4.511  0.00
H -18.356 9.130 3.393  0.00
H -19.500 7.714 3.154  0.00
H -17.655 7.492 1.828  0.00
C -18.031 7.083 -0.913  0.00
O -18.250 7.959 0.197  0.00
H -18.126 7.705 -1.803  0.00
H -17.052 6.603 -0.906  0.00
H -18.752 6.275 -1.038  0.00
H -19.068 8.427 0.014  0.00
C -17.122 12.580 5.121  0.00
O -16.535 13.867 5.107  0.00
H -16.221 11.967 5.088  0.00
H -17.717 12.405 6.018  0.00
H -17.776 12.343 4.282  0.00
H -15.751 13.759 5.650  0.00
C -17.299 13.679 -1.145  0.00
O -18.312 14.567 -1.581  0.00
H -16.557 14.144 -0.497  0.00
H -17.705 12.809 -0.628  0.00
H -16.744 13.256 -1.982  0.00
H -17.864 15.376 -1.840  0.00
C -13.695 11.941 3.992  0.00
O -13.618 10.610 4.446  0.03
H -13.545 12.664 4.794  0.00
H -12.898 12.121 3.270  0.00
H -14.703 12.064 3.598  0.00
H -14.129 10.130 3.791  0.01
C -10.392 15.570 -1.870  0.00
O -11.290 16.543 -2.379  0.00
H -10.811 15.007 -1.036  0.00
H -9.977 14.953 -2.666  0.00
H -9.591 16.175 -1.446  0.00
H -11.162 16.514 -3.330  0.00
C -15.636 15.446 2.377  0.00
O -15.325 15.820 3.707  0.00
H -14.995 15.920 1.634  0.00
H -15.565 14.361 2.296  0.00
H -16.678 15.657 2.136  0.00
H -15.693 15.096 4.220  0.00
C -14.181 6.445 -1.069  0.00
O -14.089 7.820 -1.480  0.00
H -13.280 5.835 -1.132  0.00
H -14.525 6.351 -0.039  0.00
H -14.863 5.904 -1.724  0.00
H -13.922 7.862 -2.424  0.00

Summary:
largest force on an atom = 3.12 eV/A
frontier orbital gap (spin up / spin down) = 0.300 / 0.091 hartree
total charge = +1
spin multiplicity = 2
calculated total energy = -75076.074 eV
E_HOMO (spin up / spin down) = -9.72 / -9.72 eV
<S²> = 0.757


Entry 4:
DFT (wB97M-V/def2-TZVPD) results for 2 unconnected molecules or ions with the total composition C3H5O3S.

Last column: Mulliken charge in e.
Element x y z (Å)
C -4.174 -0.613 0.267  0.72
C 0.485 0.124 0.493  -1.16
C -1.026 -0.110 0.346  -0.45
O -4.380 -1.067 -0.762  -0.38
O -4.012 -0.185 1.302  -0.39
O -1.953 2.458 -0.051  -0.69
S -1.799 1.144 -0.839  -0.10
H 1.105 0.202 -0.374  0.32
H 0.704 1.027 1.055  0.29
H 1.057 -0.661 1.014  0.37
H -1.603 0.063 1.203  0.24
H -1.306 -1.111 -0.047  0.23

Summary:
largest force on an atom = 3.40 eV/A
frontier orbital gap = 0.183 hartree
total charge = -1
spin multiplicity = 1
calculated total energy = -20170.237 eV
E_HOMO = -1.46 eV
energy relative to the best compared isomer or geometry (same formula, charge and spin) = 83.22 kJ/mol


Entry 5:
DFT (wB97M-V/def2-TZVPD) results for a single C13H16N2O5 molecule.

Last column: Mulliken charge in e.
Element x y z (Å)
C -0.431 1.611 -0.634  -0.26
C 0.537 2.454 0.109  0.19
C -1.207 0.735 0.472  -1.10
C -2.343 -0.121 0.152  0.73
C -2.502 -1.379 0.835  -0.63
C -3.516 0.433 -0.345  -0.39
C -3.606 -2.140 0.564  -0.45
C -4.555 -0.283 -0.697  -0.27
C -4.758 -1.582 -0.118  -0.46
C 2.181 0.421 0.126  0.41
C 1.939 -0.420 1.332  0.47
C 3.708 0.142 -0.389  -0.80
C 3.980 -1.268 -0.643  0.46
H -0.103 1.201 -2.592  0.24
H -0.809 -0.008 -1.608  0.27
H -1.148 2.365 -0.874  0.78
H -0.504 -0.003 0.692  0.17
H -1.496 1.245 1.356  0.59
H -1.505 -1.613 1.120  0.43
H -3.207 1.476 -0.616  0.16
H -3.635 -3.111 1.125  0.31
H -5.364 0.226 -1.376  0.25
H -5.738 -2.064 -0.106  0.38
H 2.336 2.440 0.945  0.27
H 1.494 0.113 -0.651  0.28
H 3.905 0.624 -1.431  0.26
H 4.387 0.321 0.356  0.41
H 5.197 -2.011 -1.847  0.38
H 2.528 -0.897 3.003  0.38
N -0.050 0.725 -1.719  -0.50
N 1.898 1.852 0.259  -0.15
O 0.383 3.410 0.901  -0.67
O 0.915 -1.095 1.594  -0.71
O 3.986 -2.069 0.167  -0.49
O 4.370 -1.515 -1.856  -0.46
O 2.731 -0.216 2.395  -0.47

Summary:
largest force on an atom = 7.37 eV/A
frontier orbital gap = 0.346 hartree
spin multiplicity = 1
calculated total energy = -26955.110 eV
SMILES = N[C@@H](Cc1ccccc1)C(=O)N[C@@H](CC(=O)O)C(=O)O
E_HOMO = -8.93 eV
energy relative to the best compared isomer or geometry (same formula, charge and spin) = 500.16 kJ/mol